A molecular structure, C42H35AsClEuN9S2 in a non-equilibrium geometry, computed with the ωB97M-V functional and the def2-TZVPD basis.

The multiplicity is 8. The total charge is +2. The calculation puts the frontier orbital gap (spin up / spin down) at 0.248 / 0.248 hartree. The energy above the lowest of the compared OMol25 structures with the same formula, charge and spin comes out at 0.2486 eV. Its expectation value of S² is 15.7593. The value obtained for the LUMO energy (spin up / spin down) is -5.72 / -5.71 eV. As for the energy: -6316.60011 a.u. The HOMO energy (spin up / spin down) comes out at -12.465 / -12.467 eV.

Element x y z (Å)
Eu -0.362 0.815 -0.764
N -4.961 0.736 -0.598
C -3.808 0.782 0.082
N -2.787 0.781 -0.775
C -3.382 0.702 -2.031
N -4.698 0.664 -1.945
C -2.724 0.814 -3.286
C -3.488 0.906 -4.464
N -2.944 1.166 -5.633
C -1.598 1.258 -5.678
C -0.820 1.179 -4.523
N -1.399 0.862 -3.343
H -5.924 0.681 -0.245
H -3.743 0.894 1.163
H -4.578 0.876 -4.422
H -1.142 1.478 -6.654
H 0.256 1.346 -4.487
S -0.934 2.351 4.178
C -1.097 1.261 2.830
N -0.114 1.223 1.942
C 0.995 1.996 2.439
C 2.296 2.027 1.888
C 3.270 2.812 2.522
C 2.966 3.534 3.674
C 1.698 3.466 4.244
C 0.687 2.740 3.620
H -1.994 0.640 2.799
H 2.502 1.557 0.933
H 4.314 2.839 2.134
H 3.764 4.194 4.125
H 1.477 3.985 5.191
C 2.952 -6.588 0.689
C 2.392 -6.222 1.907
C 1.695 -5.033 2.062
C 1.446 -4.249 0.940
C 2.012 -4.574 -0.283
C 2.744 -5.770 -0.408
As 0.552 -2.550 1.191
C -0.654 -2.823 2.720
C -0.308 -2.356 3.997
C -1.312 -2.085 4.909
C -2.641 -2.399 4.574
C -2.997 -2.917 3.339
C -1.992 -3.082 2.375
C -2.215 -3.210 0.933
C -3.408 -3.476 0.256
C -3.439 -3.610 -1.123
C -2.291 -3.335 -1.882
C -1.105 -2.970 -1.239
C -1.054 -2.952 0.153
H 3.542 -7.501 0.578
H 2.530 -6.892 2.765
H 1.391 -4.700 3.049
H 1.890 -3.961 -1.196
H 3.157 -6.024 -1.405
H 0.750 -2.216 4.263
H -1.097 -1.613 5.870
H -3.426 -2.182 5.278
H -4.054 -3.119 3.134
H -4.307 -3.695 0.832
H -4.389 -3.821 -1.642
H -2.345 -3.322 -2.995
H -0.232 -2.676 -1.818
C 1.807 7.198 -0.759
C 1.098 5.888 -0.812
C -0.172 5.738 -0.349
C -0.747 4.471 -0.338
N -0.085 3.358 -0.788
C 1.131 3.499 -1.336
S 1.985 2.179 -1.999
N 1.662 4.775 -1.429
C -2.185 4.353 -0.021
H 1.542 7.717 0.183
H 1.528 7.821 -1.630
H 2.922 6.993 -0.831
H -0.706 6.619 -0.033
H 2.563 4.870 -1.866
H -2.736 5.093 -0.646
H -2.385 4.568 1.023
H -2.586 3.321 -0.229
Cl 5.862 -1.341 -0.435
C 4.518 -1.431 -1.461
C 4.641 -1.958 -2.741
C 3.472 -1.961 -3.511
C 2.282 -1.493 -2.957
N 2.160 -1.052 -1.691
C 3.285 -1.044 -0.946
H 5.590 -2.334 -3.073
H 3.463 -2.240 -4.569
H 1.375 -1.501 -3.559
H 3.199 -0.748 0.064

***

7 unconnected molecules or ions with the total composition C42H35F7 in a non-equilibrium geometry, computed with the ωB97M-V functional and the def2-TZVPD basis.

The multiplicity is 1. The total charge is 0. The calculation puts the frontier orbital gap at 0.358 hartree. The energy above the lowest of the compared OMol25 structures with the same formula, charge and spin comes out at 1.5617 eV. The value obtained for the LUMO energy is 0.61 eV. As for the energy: -2320.43134 a.u. The HOMO energy comes out at -9.121 eV.

Element x y z (Å)
F -3.687 6.619 1.958
C -3.533 6.294 0.646
C -2.756 7.123 -0.184
C -2.427 6.659 -1.457
C -2.999 5.455 -1.967
C -3.741 4.637 -1.135
C -4.027 5.059 0.141
H -2.519 8.080 0.257
H -1.770 7.205 -2.118
H -2.665 5.270 -2.978
H -4.078 3.655 -1.433
H -4.677 4.430 0.732
F -0.670 -0.331 6.646
C -0.127 0.536 5.788
C -0.326 1.877 6.001
C 0.256 2.813 5.166
C 0.977 2.364 4.060
C 1.126 1.004 3.812
C 0.645 0.090 4.719
H -0.850 2.288 6.852
H 0.062 3.869 5.280
H 1.266 3.040 3.270
H 1.613 0.583 2.945
H 0.722 -0.973 4.545
F -1.421 -4.693 1.576
C -0.911 -5.201 0.467
C -0.653 -6.544 0.364
C -0.231 -7.053 -0.876
C -0.018 -6.173 -1.922
C -0.317 -4.823 -1.827
C -0.766 -4.321 -0.611
H -0.918 -7.253 1.135
H -0.001 -8.104 -0.967
H 0.143 -6.547 -2.922
H -0.213 -4.145 -2.661
H -0.946 -3.256 -0.607
F 1.778 0.414 -3.287
C 2.372 -0.648 -3.850
C 2.186 -1.991 -3.388
C 2.878 -3.083 -3.879
C 3.887 -2.844 -4.819
C 4.065 -1.568 -5.364
C 3.307 -0.484 -4.896
H 1.422 -2.130 -2.637
H 2.689 -4.077 -3.502
H 4.570 -3.610 -5.154
H 4.771 -1.332 -6.146
H 3.557 0.529 -5.174
F 0.918 -7.527 5.211
C 0.558 -6.223 5.329
C 0.331 -5.739 6.603
C -0.101 -4.448 6.779
C -0.353 -3.635 5.716
C -0.295 -4.157 4.424
C 0.204 -5.433 4.239
H 0.422 -6.375 7.471
H -0.257 -4.113 7.794
H -0.629 -2.610 5.915
H -0.632 -3.588 3.570
H 0.232 -5.796 3.223
F -2.489 2.684 1.697
C -1.681 1.765 1.136
C -1.270 0.707 1.933
C -0.421 -0.299 1.412
C 0.014 -0.173 0.112
C -0.473 0.913 -0.670
C -1.263 1.942 -0.158
H -1.677 0.688 2.933
H -0.201 -1.221 1.928
H 0.540 -0.994 -0.350
H -0.075 1.075 -1.661
H -1.590 2.844 -0.655
F 1.706 3.714 -7.953
C 1.395 3.952 -6.667
C 1.304 5.289 -6.241
C 0.993 5.580 -4.904
C 0.781 4.574 -3.963
C 0.893 3.239 -4.472
C 1.135 2.937 -5.792
H 1.569 6.086 -6.921
H 0.960 6.621 -4.618
H 0.488 4.746 -2.938
H 0.803 2.340 -3.881
H 1.114 1.930 -6.181

***

7 unconnected molecules or ions with the total composition C42H35F7 in a non-equilibrium geometry, computed with the ωB97M-V functional and the def2-TZVPD basis.

The multiplicity is 1. The total charge is 0. The calculation puts the frontier orbital gap at 0.355 hartree. The energy above the lowest of the compared OMol25 structures with the same formula, charge and spin comes out at 1.2663 eV. The value obtained for the LUMO energy is 0.46 eV. As for the energy: -2320.44220 a.u. The HOMO energy comes out at -9.211 eV.

Element x y z (Å)
F 6.236 4.339 0.263
C 5.577 3.331 0.854
C 4.202 3.318 0.877
C 3.528 2.224 1.404
C 4.238 1.135 1.881
C 5.630 1.127 1.851
C 6.292 2.254 1.334
H 3.559 4.058 0.417
H 2.448 2.230 1.338
H 3.693 0.331 2.354
H 6.226 0.289 2.179
H 7.372 2.245 1.275
F 4.714 0.809 -6.495
C 3.489 1.053 -5.994
C 3.150 0.533 -4.769
C 1.840 0.625 -4.314
C 0.896 1.319 -5.065
C 1.304 1.925 -6.257
C 2.565 1.724 -6.782
H 3.953 0.013 -4.259
H 1.534 0.095 -3.425
H -0.078 1.372 -4.601
H 0.657 2.626 -6.772
H 2.855 2.162 -7.726
F -5.304 5.667 -2.705
C -4.219 5.296 -3.405
C -3.589 6.171 -4.262
C -2.509 5.762 -5.017
C -1.988 4.473 -4.826
C -2.575 3.614 -3.922
C -3.646 4.081 -3.178
H -3.978 7.180 -4.350
H -1.989 6.434 -5.684
H -1.168 3.981 -5.338
H -2.161 2.621 -3.820
H -4.165 3.441 -2.468
F 1.855 -0.868 0.785
C 0.751 -0.492 0.104
C 0.898 0.434 -0.920
C -0.264 0.792 -1.586
C -1.508 0.330 -1.222
C -1.630 -0.623 -0.202
C -0.467 -1.035 0.454
H 1.917 0.744 -1.110
H -0.084 1.378 -2.479
H -2.405 0.686 -1.710
H -2.579 -1.003 0.146
H -0.506 -1.625 1.362
F -5.567 -3.663 5.832
C -4.283 -3.751 5.458
C -3.859 -3.216 4.271
C -2.510 -3.306 3.907
C -1.567 -3.758 4.799
C -2.014 -4.285 6.020
C -3.358 -4.253 6.363
H -4.602 -2.863 3.572
H -2.167 -2.858 2.983
H -0.510 -3.709 4.576
H -1.375 -4.873 6.667
H -3.719 -4.594 7.325
F -4.966 -1.890 -0.608
C -5.595 -1.950 0.579
C -6.680 -2.786 0.770
C -7.374 -2.729 1.981
C -6.922 -1.934 3.030
C -5.958 -0.996 2.733
C -5.280 -0.990 1.538
H -7.065 -3.358 -0.064
H -8.215 -3.401 2.098
H -7.381 -1.941 4.008
H -5.732 -0.302 3.535
H -4.467 -0.341 1.236
F 7.692 -2.367 3.540
C 6.628 -2.553 2.743
C 5.383 -2.216 3.242
C 4.269 -2.364 2.431
C 4.424 -2.677 1.094
C 5.667 -3.021 0.580
C 6.767 -3.004 1.438
H 5.281 -1.758 4.218
H 3.323 -1.980 2.788
H 3.553 -2.432 0.500
H 5.848 -3.299 -0.448
H 7.766 -3.153 1.046

***

A molecular structure, C42H35N8P2RuS4SbSe2 in a non-equilibrium geometry, computed with the ωB97M-V functional and the def2-TZVPD basis.

The multiplicity is 6. The total charge is -1. The calculation puts the frontier orbital gap (spin up / spin down) at 0.227 / 0.190 hartree. The energy above the lowest of the compared OMol25 structures with the same formula, charge and spin comes out at 0.7580 eV. Its expectation value of S² is 8.7868. The value obtained for the LUMO energy (spin up / spin down) is 1.98 / 1.03 eV. As for the energy: -9473.16192 a.u. The HOMO energy (spin up / spin down) comes out at -4.208 / -4.142 eV.

Element x y z (Å)
Ru 1.355 0.361 1.741
C 1.612 -1.768 4.163
N 0.457 -1.156 3.503
C -0.606 -0.671 4.388
C -0.951 0.741 4.058
N -0.386 1.411 3.102
C -0.937 2.690 3.149
C -0.645 3.822 2.397
C -1.335 4.980 2.704
C -2.289 5.018 3.729
C -2.570 3.904 4.499
C -1.868 2.746 4.191
N -1.868 1.474 4.744
C 2.889 -1.061 3.850
N 3.062 -0.184 2.891
C 4.426 0.143 2.903
C 5.173 1.031 2.135
C 6.519 1.152 2.425
C 7.128 0.405 3.440
C 6.396 -0.477 4.211
C 5.043 -0.585 3.926
N 4.042 -1.351 4.491
H 1.724 -2.808 3.840
H 1.486 -1.747 5.244
H 0.067 -1.813 2.841
H -0.261 -0.683 5.423
H -1.503 -1.296 4.312
H 0.106 3.778 1.619
H -1.131 5.886 2.146
H -2.815 5.944 3.931
H -3.279 3.939 5.316
H -2.293 1.209 5.613
H 4.701 1.619 1.362
H 7.119 1.854 1.859
H 8.188 0.523 3.627
H 6.850 -1.046 5.014
H 4.110 -1.858 5.354
Se 0.187 0.672 -4.829
P -1.425 0.712 -3.480
C -2.595 -0.671 -3.675
C -3.689 -0.732 -2.813
C -4.609 -1.758 -2.942
C -4.434 -2.729 -3.922
C -3.344 -2.669 -4.776
C -2.425 -1.634 -4.657
C -2.512 2.137 -3.862
C -3.074 2.075 -5.140
C -3.854 3.114 -5.615
C -4.075 4.232 -4.821
C -3.514 4.302 -3.557
C -2.726 3.263 -3.071
C -0.983 0.699 -1.730
C -0.143 -0.107 -0.942
N -0.187 0.441 0.308
N -0.986 1.490 0.281
N -1.471 1.659 -0.918
P 0.613 -1.732 -1.099
Se 1.533 -2.406 0.705
C 1.787 -1.868 -2.468
C 1.394 -2.196 -3.762
C 2.353 -2.364 -4.749
C 3.697 -2.213 -4.450
C 4.091 -1.873 -3.162
C 3.139 -1.693 -2.172
C -0.761 -2.901 -1.343
C -1.854 -2.738 -0.491
C -2.843 -3.704 -0.435
C -2.755 -4.835 -1.238
C -1.672 -5.000 -2.085
C -0.665 -4.044 -2.129
H -3.814 0.033 -2.054
H -5.462 -1.805 -2.276
H -5.156 -3.531 -4.021
H -3.208 -3.428 -5.537
H -1.582 -1.551 -5.336
H -2.881 1.211 -5.765
H -4.282 3.057 -6.608
H -4.678 5.050 -5.195
H -3.682 5.175 -2.939
H -2.293 3.316 -2.088
H 0.347 -2.309 -4.003
H 2.042 -2.599 -5.760
H 4.442 -2.358 -5.223
H 5.140 -1.748 -2.924
H 3.436 -1.424 -1.167
H -1.912 -1.859 0.141
H -3.674 -3.583 0.249
H -3.527 -5.594 -1.190
H -1.594 -5.889 -2.698
H 0.200 -4.199 -2.759
S 4.562 2.994 5.124
Sb 2.303 2.501 4.598
S 2.299 2.007 0.664
S 1.765 0.967 6.304
S 1.297 4.511 5.362